80
Properties=species:S:1:pos:R:3 method="wB97M-V/def2-TZVPD" fmax_ev_per_a=5.25 orbital_gap_ev="3.71 / 3.67" relative_energy_kj_mol=404.2 charge=+2 homo_energy_ev="-13.19 / -13.16"
W 0.32339 0.05595 0.65994
C -2.70111 -2.34282 2.06968
C -1.48125 -1.53211 1.75328
N -1.39623 -0.80096 0.69928
N 1.18210 -1.66407 0.28474
C 2.36717 -1.32090 0.56423
S 2.74901 0.43883 0.76054
S 3.81283 -2.29719 0.78288
C 3.20518 -3.81097 1.64480
C 2.73689 -4.93129 0.76491
C 1.40085 -4.99555 0.37262
C 0.91428 -6.11374 -0.28356
C 1.76707 -7.17103 -0.57452
C 3.10759 -7.09360 -0.22732
C 3.59483 -5.97466 0.42985
C -0.33500 -1.60574 2.72224
C -0.12161 -2.74624 3.50332
C 0.88463 -2.79355 4.44566
C 1.73185 -1.70132 4.62593
C 1.54547 -0.54988 3.89153
C 0.50659 -0.47833 2.96366
O 0.25193 0.71612 2.34145
H -2.57642 -3.35002 1.66094
H -3.57096 -1.89693 1.59146
H -2.86647 -2.42322 3.14163
H 2.41272 -3.47372 2.30541
H 4.07189 -4.10316 2.23693
H 0.74353 -4.16560 0.60436
H -0.13176 -6.17551 -0.55437
H 1.38402 -8.05611 -1.06393
H 3.77171 -7.91599 -0.45622
H 4.63982 -5.92860 0.71264
H -0.75952 -3.60686 3.35543
H 1.00311 -3.67753 5.05727
H 2.53378 -1.74342 5.35026
H 2.14122 0.33761 4.05821
C 2.42587 1.07301 -4.17188
C 2.51134 0.78785 -2.67594
Ge 0.73845 0.56692 -1.74218
C -0.28617 -1.08577 -2.39495
C -0.64866 -1.02982 -3.87496
C -0.35103 2.05640 -2.45856
C -1.06165 2.84926 -1.59752
Ge -0.75837 2.29495 0.32623
C 0.44596 3.58961 1.31329
C -0.07577 5.01589 1.47992
C -2.45487 1.90799 1.38964
C -3.48868 3.01148 1.59897
C -1.88246 3.95055 -2.00549
C -2.14954 4.23380 -3.37363
C -2.92592 5.30929 -3.71872
C -3.46740 6.13710 -2.72713
C -3.22487 5.87301 -1.37212
C -2.45080 4.79943 -1.01976
H 3.43394 1.21330 -4.56219
H 1.86189 1.98292 -4.37779
H 1.97090 0.25102 -4.72166
H 3.00692 1.61778 -2.16829
H 3.10044 -0.11012 -2.48442
H -1.18440 -1.16188 -1.78210
H 0.33757 -1.95241 -2.17389
H -1.28934 -0.17589 -4.09712
H -1.18194 -1.93959 -4.15221
H 0.24239 -0.96139 -4.49681
H -0.34324 2.26644 -3.52681
H 1.40772 3.61041 0.79643
H 0.60008 3.13064 2.28991
H -0.18993 5.51110 0.51557
H 0.63655 5.59203 2.07030
H -1.03261 5.03287 2.00321
H -2.07741 1.55450 2.35063
H -2.92593 1.06689 0.88210
H -3.06432 3.87544 2.11151
H -4.29839 2.62169 2.21644
H -3.91877 3.33308 0.65098
H -1.74348 3.59889 -4.14840
H -3.11907 5.51453 -4.76252
H -4.07794 6.98399 -3.01099
H -3.64768 6.51339 -0.61032
H -2.24246 4.58155 0.01801